Entry 1:
{"formula": "C48H54HgN3O2P2SSi", "method": "ωB97M-V with the def2-TZVPD basis set", "species": ["Hg", "O", "C", "C", "C", "C", "C", "C", "C", "N", "C", "C", "N", "C", "C", "C", "C", "C", "C", "C", "O", "H", "H", "H", "H", "H", "H", "H", "H", "H", "H", "H", "H", "H", "H", "C", "S", "C", "C", "C", "N", "P", "C", "C", "C", "C", "C", "C", "C", "C", "C", "C", "C", "C", "P", "C", "C", "C", "C", "C", "C", "C", "C", "C", "C", "C", "C", "H", "H", "H", "H", "H", "H", "H", "H", "H", "H", "H", "H", "H", "H", "H", "H", "H", "H", "H", "H", "H", "H", "H", "H", "H", "H", "H", "H", "H", "C", "Si", "C", "C", "C", "H", "H", "H", "H", "H", "H", "H", "H", "H", "H", "H"], "positions_angstrom": [[1.275, 0.608, 2.088], [2.545, 0.633, -0.058], [3.845, 0.607, -0.017], [4.604, 1.191, -1.045], [6.002, 1.214, -1.052], [6.698, 0.622, -0.001], [5.993, 0.005, 1.018], [4.574, -0.059, 1.057], [3.969, -0.813, 2.089], [2.645, -1.051, 2.299], [2.332, -1.982, 3.351], [1.077, -2.766, 3.007], [-0.084, -1.911, 2.885], [-1.214, -2.463, 3.070], [-2.534, -1.883, 2.877], [-3.625, -2.648, 3.299], [-4.937, -2.253, 3.125], [-5.165, -1.029, 2.474], [-4.127, -0.258, 2.019], [-2.744, -0.630, 2.190], [-1.813, 0.090, 1.739], [4.049, 1.634, -1.866], [6.534, 1.686, -1.871], [7.783, 0.633, 0.019], [6.538, -0.477, 1.827], [4.665, -1.328, 2.758], [2.178, -1.483, 4.325], [3.154, -2.702, 3.483], [0.910, -3.576, 3.739], [1.257, -3.231, 2.028], [-1.244, -3.521, 3.398], [-3.415, -3.602, 3.778], [-5.759, -2.869, 3.470], [-6.186, -0.692, 2.308], [-4.311, 0.674, 1.491], [2.582, -0.669, -5.131], [0.993, -0.926, -5.956], [-0.011, 0.455, -5.333], [-0.717, 0.236, -4.000], [0.292, 0.013, -2.886], [-0.241, -0.047, -1.526], [-0.565, 1.418, -0.668], [-2.352, 1.765, -0.963], [-3.209, 1.073, -1.812], [-4.554, 1.414, -1.902], [-5.062, 2.460, -1.146], [-4.217, 3.157, -0.291], [-2.881, 2.804, -0.198], [0.129, 2.722, -1.791], [-0.602, 3.439, -2.740], [0.002, 4.426, -3.509], [1.350, 4.713, -3.340], [2.084, 4.017, -2.389], [1.478, 3.039, -1.612], [0.232, -1.306, -0.401], [1.443, -2.326, -1.357], [1.113, -3.111, -2.468], [2.078, -3.855, -3.126], [3.396, -3.836, -2.675], [3.731, -3.082, -1.562], [2.757, -2.337, -0.903], [-1.172, -2.506, -0.446], [-0.938, -3.860, -0.178], [-1.988, -4.745, 0.015], [-3.302, -4.297, -0.051], [-3.548, -2.956, -0.298], [-2.493, -2.074, -0.485], [3.324, -1.224, -5.703], [2.592, -1.032, -4.105], [2.846, 0.389, -5.147], [-0.746, 0.646, -6.118], [0.635, 1.336, -5.279], [-1.394, -0.621, -4.066], [-1.323, 1.123, -3.799], [1.058, 0.795, -2.943], [0.803, -0.918, -3.094], [-2.829, 0.242, -2.391], [-5.206, 0.851, -2.560], [-6.113, 2.718, -1.206], [-4.604, 3.957, 0.329], [-2.236, 3.322, 0.504], [-1.655, 3.230, -2.882], [-0.584, 4.969, -4.242], [1.823, 5.480, -3.943], [3.137, 4.229, -2.244], [2.047, 2.468, -0.881], [0.089, -3.134, -2.825], [1.804, -4.440, -3.996], [4.155, -4.411, -3.193], [4.751, -3.054, -1.199], [3.011, -1.762, -0.026], [0.080, -4.228, -0.114], [-1.777, -5.787, 0.228], [-4.124, -4.982, 0.122], [-4.562, -2.575, -0.293], [-2.701, -1.021, -0.601], [-0.798, 0.922, 5.055], [-0.743, 2.507, 4.054], [-2.428, 2.848, 3.300], [-0.409, 3.912, 5.295], [0.616, 2.504, 2.791], [-1.531, 0.969, 5.865], [0.185, 0.713, 5.490], [-1.047, 0.086, 4.397], [-3.221, 2.796, 4.051], [-2.614, 2.087, 2.538], [-2.457, 3.838, 2.836], [-1.192, 3.964, 6.058], [-0.368, 4.879, 4.786], [0.548, 3.764, 5.804], [1.513, 2.939, 3.248], [0.364, 3.119, 1.924]], "forces_ev_per_a": [[0.1, 0.0, 0.2], [0.0, 0.0, 0.0], [-0.1, 0.0, 0.0], [0.1, 0.0, 0.0], [0.0, 0.0, 0.0], [0.0, 0.0, 0.0], [0.0, 0.0, 0.0], [0.0, 0.0, 0.0], [-0.1, 0.0, 0.0], [0.0, 0.0, 0.0], [0.0, 0.0, 0.1], [0.0, -0.1, -0.1], [0.0, 0.0, 0.0], [0.0, 0.0, 0.0], [0.0, 0.0, 0.0], [0.0, 0.0, 0.0], [0.0, 0.1, 0.0], [-0.1, -0.1, 0.0], [0.1, 0.1, 0.0], [-0.1, 0.0, 0.0], [0.0, 0.1, 0.0], [0.0, 0.0, 0.0], [0.0, 0.0, 0.0], [0.0, 0.0, 0.0], [0.0, 0.0, 0.0], [0.0, 0.0, 0.0], [0.0, 0.0, 0.0], [0.0, 0.0, 0.0], [0.0, 0.0, 0.0], [0.0, 0.0, 0.0], [0.0, 0.0, 0.0], [0.0, 0.0, 0.0], [0.0, 0.0, 0.0], [0.0, 0.0, 0.0], [0.0, 0.0, 0.0], [0.0, 0.0, 0.0], [0.0, 0.0, 0.0], [0.0, 0.0, 0.0], [0.0, 0.0, 0.0], [0.0, 0.0, 0.0], [0.0, 0.0, 0.0], [0.0, 0.1, 0.0], [0.0, 0.0, 0.0], [0.0, 0.0, 0.0], [0.0, 0.0, 0.0], [0.0, 0.0, 0.0], [0.0, 0.0, 0.0], [0.0, 0.0, 0.0], [-0.1, 0.1, 0.0], [0.0, 0.0, 0.0], [0.0, 0.0, 0.0], [0.0, 0.0, 0.0], [0.0, 0.0, 0.0], [0.0, 0.0, 0.0], [0.0, 0.0, 0.0], [-0.1, 0.0, 0.0], [0.0, 0.0, 0.0], [0.0, 0.0, 0.0], [0.0, 0.0, 0.0], [0.0, 0.0, 0.0], [0.0, 0.0, 0.0], [0.1, -0.1, 0.0], [0.0, 0.0, 0.0], [0.0, 0.0, 0.0], [0.0, 0.0, 0.0], [0.0, 0.0, 0.0], [0.0, 0.1, 0.0], [0.0, 0.0, 0.0], [0.0, 0.0, 0.0], [0.0, 0.0, 0.0], [0.0, 0.0, 0.0], [0.0, 0.0, 0.0], [0.0, 0.0, 0.0], [0.0, 0.0, 0.0], [0.0, 0.0, 0.0], [0.0, 0.0, 0.0], [0.0, 0.0, 0.0], [0.0, 0.0, 0.0], [0.0, 0.0, 0.0], [0.0, 0.0, 0.0], [0.0, 0.0, 0.0], [0.0, 0.0, 0.0], [0.0, 0.0, 0.0], [0.0, 0.0, 0.0], [0.0, 0.0, 0.0], [0.0, 0.0, 0.0], [0.0, 0.0, 0.0], [0.0, 0.0, 0.0], [0.0, 0.0, 0.0], [0.0, 0.0, 0.0], [0.0, 0.0, 0.0], [0.0, 0.0, 0.0], [0.0, 0.0, 0.0], [0.0, 0.0, 0.0], [0.0, 0.0, 0.0], [0.0, 0.0, 0.0], [0.0, 0.0, 0.0], [0.0, 0.0, 0.0], [0.1, -0.1, 0.0], [0.0, 0.0, 0.0], [0.0, 0.0, 0.0], [0.0, 0.0, 0.0], [0.0, 0.0, 0.0], [0.0, 0.0, 0.0], [0.0, 0.0, 0.0], [0.0, 0.0, 0.0], [0.0, 0.0, 0.0], [0.0, 0.0, 0.0], [0.0, 0.0, 0.0], [0.0, 0.0, 0.0], [0.0, 0.1, 0.0], [0.0, 0.0, 0.0]], "lowdin_charge": [1.1347, -0.2806, -0.4187, -0.0675, -0.1661, -0.1814, -0.1075, -0.2013, -0.1936, -0.2233, -0.3057, -0.2591, 0.0147, -0.1541, -0.1591, -0.0964, -0.1530, -0.1367, -0.0374, -0.4348, -0.1583, 0.0820, 0.0680, 0.0689, 0.0835, 0.0867, 0.0991, 0.0979, 0.1012, 0.0995, 0.1107, 0.0944, 0.0690, 0.0845, 0.0924, -0.4077, 0.7769, -0.5041, -0.2497, -0.2859, -0.4256, 1.0371, -0.3644, -0.1153, -0.0929, -0.1139, -0.0961, -0.1191, -0.3333, -0.1033, -0.1065, -0.1144, -0.0869, -0.0916, 1.0545, -0.3498, -0.1290, -0.1062, -0.1102, -0.0683, -0.0712, -0.3379, -0.1169, -0.1032, -0.1089, -0.0867, -0.0961, 0.0242, 0.0160, 0.0386, 0.0606, 0.0746, 0.1105, 0.0808, 0.1085, 0.0518, 0.0795, 0.0942, 0.0879, 0.0970, 0.0903, 0.0939, 0.0898, 0.0878, 0.0982, 0.0735, 0.1117, 0.0942, 0.0889, 0.1036, 0.0632, 0.0972, 0.0901, 0.0894, 0.1001, 0.0695, -0.1902, 0.3777, -0.1864, -0.2138, -0.4256, 0.0214, 0.0220, -0.0033, 0.0277, -0.0077, 0.0202, 0.0107, 0.0133, 0.0136, -0.0330, -0.0383], "total_charge": -2, "lumo_ha": [0.1439, 0.1439], "spin_multiplicity": 2, "de_lowest_kj_mol": 6.7}

Entry 2:
{"formula": "C3H3NS2", "method": "ωB97M-V with the def2-TZVPD basis set", "species": ["C", "C", "C", "N", "S", "S", "H", "H", "H"], "positions_angstrom": [[0.304, 1.191, -1.226], [-0.265, 1.373, 0.000], [0.531, -0.900, 0.636], [0.847, 0.928, -2.235], [-1.296, 2.285, 0.774], [-0.892, -1.784, 0.975], [1.042, -0.580, 1.630], [1.089, -0.780, -0.318], [-1.361, -1.732, -0.238]], "forces_ev_per_a": [[0.6, -0.9, -0.8], [0.1, 1.0, -0.3], [0.7, 1.5, 1.9], [-0.5, 0.4, 0.9], [0.2, -0.8, 0.2], [0.9, 0.2, 0.4], [-0.7, -0.7, -2.1], [-0.7, -0.6, 0.9], [-0.5, -0.2, -1.1]], "nbo_charge": [0.1184, -0.3445, -0.5313, -0.3105, 0.2476, 0.2010, 0.2369, 0.2559, 0.1265], "total_charge": 0, "lumo_ha": [-0.0502, -0.0791], "spin_multiplicity": 3, "de_lowest_kj_mol": 153.4}